Entry 1:
ORCA calculation (the ωB97M-V functional and the def2-TZVPD basis) on an isolated molecule of C5H8S in a non-equilibrium geometry.

Results
SMILES string: CC(C)=CC=S
Energy relative to the best compared isomer or geometry (same formula, charge and spin), kJ/mol: 183.2
Charge: 0

Each line ends with the Löwdin charge.
Element x y z (Å)
C1 1.753 0.276 0.214  -0.079
C2 0.261 0.044 0.045  -0.315
C3 -0.074 -1.446 0.137  -0.124
C4 -0.560 1.098 -0.201  -0.154
C5 -1.977 0.934 -0.465  -0.635
S1 -2.664 -0.380 -0.023  0.805
H1 2.022 1.299 0.508  0.072
H2 2.417 0.083 -0.745  0.126
H3 2.098 -0.435 0.936  0.055
H4 -0.361 -1.632 1.225  0.114
H5 0.773 -2.105 -0.030  0.075
H6 -0.948 -1.510 -0.468  -0.041
H7 -0.183 2.096 -0.319  0.099
H8 -2.557 1.678 -0.813  0.003

Cartesian forces (eV/Å) of the 2 atoms listed first:
C 0.896 0.468 -1.878
C 1.650 -0.102 -0.276

---

Entry 2:
ORCA calculation (the ωB97M-V functional and the def2-TZVPD basis) on a cluster of 17 separate species, C31H82O17 in total in a non-equilibrium geometry.

Results
Charge: 0

Each line ends with the Löwdin charge.
Element x y z (Å)
C1 -5.456 -4.032 1.705  -0.027
C2 -5.906 -4.957 2.849  -0.444
O1 -5.259 -5.977 3.085  0.034
C3 -6.860 -4.354 3.913  -0.028
H1 -4.606 -4.437 1.155  0.077
H2 -5.101 -3.126 2.197  0.080
H3 -6.234 -3.887 0.955  0.079
H4 -7.181 -5.016 4.718  0.076
H5 -7.706 -3.834 3.463  0.074
H6 -6.256 -3.635 4.466  0.078
C4 8.221 2.373 4.425  -0.021
C5 6.942 2.133 3.655  -0.503
O2 6.922 1.919 2.467  0.063
C6 5.630 2.386 4.385  -0.029
H7 8.078 1.705 5.274  0.080
H8 8.328 3.428 4.677  0.090
H9 9.078 2.017 3.853  0.083
H10 5.628 1.995 5.402  0.075
H11 4.751 2.028 3.849  0.079
H12 5.423 3.456 4.382  0.084
C7 -2.386 -2.626 -6.157  -0.032
C8 -3.646 -3.113 -6.783  -0.494
O3 -4.729 -3.063 -6.194  0.042
C9 -3.525 -3.738 -8.162  -0.023
H13 -2.068 -1.730 -6.691  0.088
H14 -1.600 -3.380 -6.202  0.086
H15 -2.505 -2.386 -5.100  0.084
H16 -4.524 -3.956 -8.541  0.083
H17 -2.918 -4.642 -8.111  0.085
H18 -2.997 -2.968 -8.724  0.082
C10 1.175 0.171 -1.018  -0.017
C11 0.085 -0.741 -0.333  -0.480
O4 -0.068 -1.890 -0.658  0.061
C12 -0.729 -0.116 0.764  -0.028
H19 0.692 1.031 -1.483  0.073
H20 1.644 -0.362 -1.845  0.071
H21 1.927 0.565 -0.334  0.074
H22 -1.738 0.080 0.400  0.089
H23 -0.259 0.814 1.085  0.073
H24 -0.726 -0.791 1.619  0.085
C13 -7.833 3.112 6.021  -0.031
C14 -6.336 2.918 6.061  -0.485
O5 -5.792 2.829 7.156  0.047
C15 -5.623 2.928 4.704  -0.022
H25 -8.112 4.126 6.306  0.088
H26 -8.098 2.379 6.783  0.088
H27 -8.222 2.963 5.014  0.074
H28 -4.559 2.779 4.885  0.074
H29 -5.790 3.850 4.147  0.086
H30 -5.917 2.048 4.131  0.081
C16 3.123 -6.640 -2.822  -0.022
C17 4.195 -7.673 -3.118  -0.494
O6 5.141 -7.434 -3.851  0.047
C18 4.215 -8.970 -2.342  -0.026
H31 2.140 -7.104 -2.895  0.080
H32 3.167 -5.770 -3.477  0.080
H33 3.230 -6.320 -1.786  0.085
H34 3.653 -9.665 -2.965  0.088
H35 3.916 -8.868 -1.299  0.082
H36 5.264 -9.262 -2.390  0.081
C19 -2.613 6.041 -0.689  -0.037
C20 -2.992 7.441 -1.022  -0.458
O7 -3.292 8.297 -0.144  0.024
C21 -2.984 7.773 -2.495  -0.030
H37 -3.412 5.341 -0.934  0.090
H38 -2.401 5.914 0.372  0.082
H39 -1.727 5.700 -1.225  0.082
H40 -2.207 7.217 -3.020  0.077
H41 -2.822 8.846 -2.600  0.083
H42 -3.924 7.549 -3.000  0.088
C22 3.519 6.791 -3.750  -0.177
O8 3.021 5.576 -3.258  -0.123
H43 2.940 7.523 -3.188  0.078
H44 4.567 6.944 -3.494  0.071
H45 3.495 6.892 -4.835  0.081
H46 2.965 5.661 -2.304  0.070
C23 3.118 -2.515 -7.967  -0.172
O9 2.089 -2.373 -8.936  -0.122
H47 2.797 -2.198 -6.975  0.075
H48 3.438 -3.556 -7.924  0.075
H49 3.977 -1.881 -8.184  0.075
H50 2.592 -2.353 -9.754  0.068
C24 -0.201 -7.171 2.675  -0.158
O10 1.128 -7.674 2.838  -0.131
H51 -0.811 -7.495 3.518  0.076
H52 -0.118 -6.084 2.670  0.076
H53 -0.722 -7.476 1.767  0.073
H54 1.036 -8.589 3.112  0.067
C25 -0.831 -1.632 6.835  -0.178
O11 0.175 -0.648 6.693  -0.118
H55 -0.582 -2.625 6.460  0.074
H56 -1.051 -1.762 7.895  0.074
H57 -1.772 -1.315 6.387  0.078
H58 0.922 -1.077 7.117  0.070
C26 -0.288 5.003 5.726  -0.146
O12 0.121 3.912 4.878  -0.139
H59 0.592 5.551 6.062  0.067
H60 -0.918 5.702 5.176  0.077
H61 -0.751 4.602 6.628  0.078
H62 0.305 3.152 5.435  0.065
C27 0.984 2.315 -7.238  -0.172
O13 0.311 3.218 -6.385  -0.122
H63 0.225 1.803 -7.830  0.079
H64 1.696 2.798 -7.908  0.072
H65 1.564 1.603 -6.650  0.073
H66 0.979 3.670 -5.864  0.069
C28 2.723 6.678 1.741  -0.175
O14 2.197 5.463 1.252  -0.119
H67 1.924 7.419 1.755  0.073
H68 3.003 6.667 2.794  0.072
H69 3.583 6.994 1.150  0.079
H70 1.670 5.116 1.975  0.068
C29 6.907 -1.329 -2.746  -0.179
O15 6.654 0.055 -2.708  -0.117
H71 6.718 -1.701 -3.753  0.078
H72 7.889 -1.684 -2.433  0.072
H73 6.205 -1.823 -2.075  0.072
H74 6.597 0.388 -1.809  0.075
C30 4.070 -3.296 3.408  -0.193
O16 4.454 -4.603 3.247  -0.119
H75 3.825 -2.920 2.414  0.074
H76 3.216 -3.370 4.081  0.080
H77 4.878 -2.650 3.751  0.080
H78 3.688 -5.180 3.200  0.077
C31 -7.046 0.891 -1.342  -0.195
O17 -7.522 0.846 -0.041  -0.110
H79 -7.885 1.005 -2.028  0.078
H80 -6.334 1.692 -1.542  0.071
H81 -6.535 -0.012 -1.678  0.078
H82 -8.319 1.373 0.055  0.077

Cartesian forces (eV/Å) of the 2 atoms listed first:
C -0.232 -0.733 0.183
C 1.883 -0.680 1.186

---

Entry 3:
ORCA calculation (the ωB97M-V functional and the def2-TZVPD basis) on a structure of composition C26H26AsN6O2S2W in a non-equilibrium geometry.

Results
Energy relative to the best compared isomer or geometry (same formula, charge and spin), kJ/mol: 137.5
Charge: +1

Each line ends with the Löwdin charge.
Element x y z (Å)
W1 1.302 1.127 -0.470  1.096
N1 5.374 0.521 -2.204  0.119
C1 4.308 0.764 -1.429  -0.792
S1 2.993 -0.403 -1.458  0.666
N2 4.275 1.799 -0.652  -0.001
N3 3.135 1.986 0.054  -0.199
C2 3.186 2.904 1.024  -0.008
C3 2.062 2.934 1.868  -0.236
C4 1.921 3.765 2.998  0.013
C5 0.824 3.631 3.804  -0.019
C6 -0.147 2.672 3.466  -0.013
C7 0.021 1.920 2.334  -0.170
N4 1.092 2.012 1.521  -0.124
H1 5.433 -0.329 -2.735  0.098
H2 6.163 1.143 -2.155  0.116
H3 4.072 3.505 1.167  0.144
H4 2.692 4.491 3.206  0.124
H5 0.703 4.240 4.685  0.120
H6 -1.021 2.531 4.078  0.118
H7 -0.744 1.204 2.041  0.078
S2 -0.608 2.672 -0.701  0.707
C8 -1.796 1.725 -1.593  -0.656
C9 -2.690 2.389 -2.428  -0.107
C10 -3.652 1.685 -3.122  -0.065
C11 -3.748 0.309 -2.977  -0.066
C12 -2.872 -0.358 -2.137  -0.078
C13 -1.886 0.335 -1.441  -0.394
As1 -0.512 -0.577 -0.378  1.246
C14 -0.546 -2.321 -1.335  -0.336
C15 -1.510 -3.296 -1.062  -0.121
C16 -1.571 -4.448 -1.828  -0.069
C17 -0.677 -4.642 -2.868  -0.068
C18 0.270 -3.673 -3.155  -0.064
C19 0.333 -2.515 -2.396  -0.117
C20 -1.579 -1.146 1.211  -0.372
C21 -2.679 -0.409 1.646  -0.105
C22 -3.313 -0.737 2.835  -0.063
C23 -2.840 -1.782 3.612  -0.066
C24 -1.751 -2.527 3.187  -0.071
C25 -1.126 -2.215 1.992  -0.159
H8 -2.602 3.460 -2.529  0.105
H9 -4.322 2.214 -3.782  0.111
H10 -4.496 -0.246 -3.521  0.108
H11 -2.936 -1.435 -2.021  0.098
H12 -2.217 -3.140 -0.251  0.102
H13 -2.326 -5.190 -1.616  0.110
H14 -0.725 -5.544 -3.458  0.109
H15 0.956 -3.816 -3.976  0.110
H16 1.061 -1.749 -2.643  0.034
H17 -3.041 0.417 1.040  0.111
H18 -4.174 -0.173 3.158  0.111
H19 -3.326 -2.025 4.544  0.110
H20 -1.391 -3.346 3.792  0.111
H21 -0.295 -2.817 1.625  0.110
O1 1.868 2.528 -2.282  -0.149
C26 1.238 1.866 -3.132  -0.520
O2 0.647 0.816 -2.789  -0.195
H22 1.188 2.203 -4.180  0.158
N5 1.557 -0.511 2.849  -0.030
N6 2.251 -0.633 1.597  -0.102
H23 2.012 -1.045 3.590  0.092
H24 0.609 -0.868 2.733  0.034
H25 2.387 -1.616 1.314  0.082
H26 3.186 -0.239 1.734  0.082

Cartesian forces (eV/Å) of the 2 atoms listed first:
W 0.728 0.216 -2.176
N -0.089 0.283 0.323

---

Entry 4:
ORCA calculation (the ωB97M-V functional and the def2-TZVPD basis) on a structure of composition C20H14BrMoN3O4 in a non-equilibrium geometry.

Results
<S²>: 2.03
Charge: +2
2S+1: 3

Each line ends with the Löwdin charge.
Element x y z (Å)
Mo1 -0.083 -0.020 -0.909  1.910
O1 1.748 3.719 2.720  0.131
C1 2.721 2.835 2.554  -0.231
C2 3.893 3.002 3.294  0.027
C3 4.952 2.141 3.126  -0.008
C4 4.884 1.057 2.235  -0.043
C5 3.735 0.845 1.527  -0.004
C6 2.637 1.724 1.667  -0.080
C7 1.484 1.509 0.868  -0.313
O2 1.327 0.381 0.146  -0.255
N1 0.513 2.381 0.714  0.099
N2 -0.327 1.918 -0.248  -0.143
C8 -1.216 2.723 -0.747  0.037
C9 -1.868 2.197 -1.907  -0.223
C10 -2.755 2.912 -2.694  0.047
C11 -3.244 2.338 -3.856  0.030
C12 -2.814 1.060 -4.192  0.020
C13 -1.935 0.396 -3.361  -0.059
N3 -1.459 0.928 -2.218  -0.054
H1 1.015 3.582 2.106  0.083
H2 3.951 3.836 3.980  0.137
H3 5.861 2.305 3.689  0.128
H4 5.731 0.398 2.111  0.120
H5 3.652 0.013 0.841  0.123
H6 -1.369 3.714 -0.340  0.165
H7 -3.027 3.917 -2.401  0.143
H8 -3.931 2.874 -4.497  0.141
H9 -3.153 0.576 -5.097  0.137
H10 -1.605 -0.598 -3.620  0.123
Br1 -0.495 -1.619 2.010  0.893
C14 -1.115 -3.238 1.192  -0.547
C15 -1.769 -4.183 1.953  -0.079
C16 -2.266 -5.318 1.322  -0.020
C17 -2.133 -5.486 -0.049  -0.028
C18 -1.501 -4.518 -0.811  0.011
C19 -0.969 -3.395 -0.185  -0.190
C20 -0.317 -2.317 -0.943  -0.578
O3 -1.028 -1.539 -1.719  -0.142
O4 0.866 -1.945 -0.776  -0.015
H11 -1.892 -4.036 3.017  0.120
H12 -2.777 -6.065 1.913  0.128
H13 -2.528 -6.369 -0.531  0.126
H14 -1.392 -4.636 -1.882  0.135

Cartesian forces (eV/Å) of the 2 atoms listed first:
Mo -0.184 -0.361 -0.970
O 0.085 0.252 0.275

---

Number 1: DFT total energy -16147.7386 eV. Number 2: DFT total energy -68276.3357 eV. Number 3: DFT total energy -124748.7059 eV. Number 4: DFT total energy -105509.4764 eV.